Formula: C23H27B2Br3ClF5Li2NaO9Si
Source: the Open Molecules 2025 dataset
Level of theory: wB97M-V/def2-TZVPD

Structure (XYZ):
```
74
Properties=species:S:1:pos:R:3:forces:R:3:lowdin_charge:R:1
C -4.560776 0.038135 -1.961312 -0.623 -1.722 -0.514 -0.208
Si -5.007850 0.121409 -0.142107 -0.663 1.615 -0.341 0.614
C -4.541441 1.842365 0.485673 -0.039 -0.386 0.299 -0.151
C -6.900588 -0.074250 -0.040975 1.183 -0.963 0.419 -0.136
C -4.242470 -1.275291 0.924608 -0.326 0.514 -0.147 -0.040
C -3.460706 -2.317455 0.678905 -0.540 0.005 -0.396 -0.142
C -2.843152 -2.718709 -0.639104 0.917 -1.326 0.179 -0.019
B -1.292537 -2.225695 -0.585885 -0.618 1.268 -0.265 -0.591
O -1.041200 -1.079515 0.078528 0.436 -1.160 1.061 0.179
O -0.179243 -2.941110 -1.133020 -1.536 -0.380 -1.071 -0.068
C -3.238578 -3.050516 1.980946 -2.056 2.610 -1.622 -0.437
O -2.563381 -3.962682 2.201366 2.249 -2.979 0.607 0.210
O -4.018275 -2.451881 2.923861 0.196 -0.149 1.401 0.167
C -4.529785 -1.280987 2.417638 1.607 -1.922 -3.960 -0.450
O -5.044407 -0.428984 2.984401 -1.799 2.343 2.864 0.235
H -4.714040 1.031091 -2.383107 0.038 -0.087 -0.047 0.064
H -5.316232 -0.621014 -2.476936 -0.054 0.426 0.056 -0.003
H -3.515695 -0.253094 -2.148940 -0.052 0.381 0.034 -0.010
H -5.410662 2.270685 0.995467 0.146 -0.102 0.083 0.038
H -4.288997 2.504675 -0.344490 0.093 -0.243 -0.062 0.039
H -3.687932 1.826860 1.168460 -0.083 0.060 -0.061 0.029
H -7.412716 0.887872 -0.070777 -0.127 -0.146 -0.127 0.041
H -7.093554 -0.618849 0.893523 -0.366 0.352 -0.018 0.028
H -7.233251 -0.732401 -0.851213 -0.243 0.318 -0.021 0.025
H -3.406659 -2.383372 -1.530091 0.818 0.589 0.993 0.036
H -2.803586 -3.827154 -0.698927 -0.139 0.169 0.116 0.111
H -0.733166 -1.315554 0.971854 0.246 0.643 -0.077 0.146
H -0.161693 -2.788673 -2.089200 0.271 1.336 0.232 0.062
F -2.201509 0.731727 -1.482017 0.712 -0.334 0.214 -0.549
Li 0.097339 -4.557318 -2.185800 1.544 -0.324 1.924 0.624
Na -4.804918 -2.699933 -2.820173 -0.751 0.723 0.003 0.761
Cl 2.225755 -4.499542 -0.900751 -0.753 -0.896 -1.339 -0.311
C 8.571928 2.650278 1.203038 -0.035 -0.042 -0.019 -0.063
C 7.791574 3.293189 0.245656 -0.028 0.013 0.003 -0.087
C 6.563308 2.759314 -0.113189 0.293 0.617 0.063 -0.078
C 6.112319 1.588134 0.471870 -0.085 -0.088 0.073 -0.114
C 6.897881 0.932840 1.412710 0.055 0.099 -0.024 -0.084
C 8.127163 1.473026 1.784621 0.119 0.169 -0.041 0.003
C 6.439257 -0.356535 2.014155 0.023 -0.401 0.268 -0.274
O 7.124380 -0.922748 2.837890 0.045 0.135 -0.047 0.123
C 5.135676 -0.916825 1.573663 0.011 0.118 -0.120 -0.083
C 4.707772 -2.139460 2.078543 -0.114 -0.121 0.037 0.013
C 3.483991 -2.660798 1.687114 0.026 0.145 0.001 -0.059
C 2.677479 -1.959891 0.795041 0.062 0.181 0.271 -0.119
C 3.100797 -0.746049 0.284328 -0.225 -0.043 -0.074 0.017
C 4.330722 -0.224066 0.661198 0.185 -0.030 0.055 -0.088
C 4.779137 1.058434 0.081953 -0.500 -0.025 -0.257 -0.278
O 4.083656 1.685080 -0.698831 0.107 0.199 0.124 0.091
H 9.528352 3.066895 1.491016 -0.014 -0.010 -0.011 0.117
H 8.144303 4.207709 -0.217312 0.052 -0.044 -0.004 0.111
H 5.950830 3.257407 -0.862357 -0.017 -0.265 -0.166 0.102
H 8.734843 0.970465 2.525753 -0.099 -0.104 -0.016 0.130
H 5.330356 -2.684594 2.775321 0.072 0.113 -0.007 0.125
H 3.153928 -3.614177 2.077663 0.008 -0.004 -0.052 0.109
H 1.722753 -2.361694 0.496516 0.042 -0.028 -0.011 0.037
H 2.472795 -0.204135 -0.411003 0.073 0.077 0.009 0.128
O -0.745482 -5.916661 -5.204079 0.095 -0.084 -0.113 0.351
H -0.215674 -6.718428 -4.979331 0.012 0.012 -0.095 0.218
H -1.626445 -6.163555 -5.566369 0.082 -0.055 -0.058 0.213
H -0.256183 -5.330472 -5.828032 0.016 -0.098 -0.030 0.218
C 5.615559 5.927942 3.285617 0.533 -0.245 0.328 -1.574
Br 7.278810 6.877422 3.136161 -0.226 -0.111 -0.084 0.648
Br 4.338086 6.514695 1.936974 -0.294 0.470 0.372 0.598
Br 5.854274 4.020460 3.238209 -0.116 0.175 -0.044 0.698
H 5.180349 6.176450 4.245536 -0.143 0.082 -0.127 -0.012
O -1.257496 3.180985 -0.825738 0.434 0.253 0.452 -0.106
H -0.951840 3.610853 -0.020065 -0.110 -0.026 -0.042 0.007
H -1.342063 2.234477 -0.604649 -0.483 -0.242 -0.703 -0.013
B -9.548612 1.825657 -2.265502 -0.306 0.207 0.087 -1.246
F -8.472215 1.108752 -2.847584 0.227 -0.193 -0.047 0.048
F -10.596420 0.930785 -1.970241 0.147 -0.043 -0.018 0.071
F -9.098847 2.435761 -1.070992 0.109 -0.125 -0.036 0.065
F -9.998925 2.808597 -3.160377 0.106 -0.103 0.030 0.083
Li 4.803824 5.173634 0.084703 0.172 -0.768 -0.342 0.661
```
Forces are in eV/Å.

Summary:
- Charge: +1
- HOMO-LUMO gap: 2.57 eV

Formula: C14H23HgN3O5
Source: the Open Molecules 2025 dataset
Level of theory: wB97M-V/def2-TZVPD

Structure (XYZ):
```
46
Properties=species:S:1:pos:R:3:forces:R:3:lowdin_charge:R:1
C -0.917293 -2.173659 -7.198084 -1.079 -0.366 -0.620 -0.096
C -1.254843 -1.288965 -8.365376 -0.645 -4.317 -0.582 -0.119
H -0.927460 -3.223868 -7.499590 0.040 0.169 0.081 0.141
H -1.673408 -2.050025 -6.402121 -0.067 -0.025 -0.278 0.163
C -1.216780 0.031827 -8.152499 -0.019 4.480 0.751 -0.111
C -0.758725 0.540779 -6.807375 -0.500 0.773 -0.694 -0.061
H -1.642991 0.562199 -6.141558 -0.020 -0.063 -0.303 0.173
H -0.429968 1.584910 -6.906403 -0.361 -0.168 -0.022 0.145
C -1.643947 -1.876208 -9.679254 0.644 -0.481 0.107 0.029
H -1.446981 -2.951105 -9.687406 -0.117 0.159 0.035 0.103
H -1.056004 -1.438480 -10.497372 -0.177 0.138 0.101 0.120
H -2.701402 -1.738656 -9.941899 0.059 0.242 0.219 0.130
C -1.706878 1.020669 -9.156486 -0.111 0.362 0.413 0.024
H -2.741884 0.816970 -9.467380 0.192 -0.186 0.012 0.124
H -1.108536 1.017617 -10.079955 -0.005 -0.185 0.165 0.127
H -1.689405 2.035988 -8.745842 0.057 -0.247 -0.127 0.102
Hg -2.068905 -0.662488 -1.386024 0.522 0.103 0.473 0.908
O -0.610967 -0.771865 -4.019148 0.211 0.292 -0.877 0.004
C 0.246090 -0.163706 -4.637203 -0.011 0.056 0.714 -0.340
O 0.449248 0.169278 -1.747290 0.952 0.771 -1.079 -0.047
C 1.200074 0.712839 -2.544128 -0.592 -0.308 0.904 -0.444
O 2.215832 1.488778 -2.153745 -0.426 -0.461 -0.822 0.087
N 1.171544 0.649188 -3.963486 -0.498 -0.503 0.204 0.091
C 2.948438 1.971453 -3.311005 0.717 0.660 0.922 -0.078
C 2.327571 1.356740 -4.535114 -0.442 -0.611 -0.726 -0.087
H 3.987414 1.659275 -3.178396 -0.182 0.221 -0.004 0.143
H 2.871754 3.063165 -3.307035 0.113 -0.260 0.045 0.144
H 3.006840 0.643218 -5.023051 -0.187 0.234 0.115 0.141
H 2.018939 2.117757 -5.260384 0.023 -0.183 0.153 0.137
C 0.347419 -0.251413 -6.171717 1.464 -0.453 0.652 -0.205
C 0.388247 -1.734438 -6.633410 1.622 0.573 0.450 -0.110
H 1.299359 0.198378 -6.497822 -0.353 -0.133 0.234 0.138
H 0.713783 -2.372382 -5.804893 -0.247 0.014 -0.176 0.142
H 1.184398 -1.793996 -7.391402 -0.282 -0.196 0.143 0.141
C -1.806024 0.084848 4.898894 -0.256 0.292 0.383 -0.035
O -2.139310 0.839721 3.706196 0.649 -0.373 -0.543 0.007
C -1.406500 0.592567 2.607433 -0.497 0.529 0.342 -0.552
O -1.476311 1.249070 1.579463 0.039 -0.775 0.930 0.058
N -0.508784 -0.456457 2.771414 0.193 0.056 -1.443 0.026
N 0.123260 -0.793466 1.555557 -0.152 0.039 0.049 0.089
H -2.199754 -0.941064 4.853193 0.006 0.284 -0.081 0.101
H -2.311068 0.625246 5.698432 0.071 -0.193 -0.054 0.108
H -0.724425 0.065851 5.098084 -0.378 0.162 -0.166 0.105
H -0.826371 -1.267504 3.293664 0.129 0.151 -0.113 0.143
H 0.268950 0.072157 1.021255 -0.018 -0.394 0.293 0.077
H 0.995366 -1.272643 1.766966 -0.082 0.123 -0.176 0.115
```
Forces are in eV/Å.

Summary:
- Charge: +2
- Energy above the lowest of the compared OMol25 structures with the same formula, charge and spin: 0.0 kcal per mole
- HOMO-LUMO gap (alpha / beta): 4.33 / 4.59 eV

Formula: C2H2I2P
Source: the Open Molecules 2025 dataset
Level of theory: wB97M-V/def2-TZVPD

Structure (XYZ):
```
7
Properties=species:S:1:pos:R:3:forces:R:3:lowdin_charge:R:1
C -0.860360 -0.208252 0.694053 -3.372 1.521 2.108 -0.732
C 0.079776 -0.833228 0.124644 2.207 -3.643 -3.753 -0.542
P 1.717753 0.169669 -0.507963 -2.114 -0.104 1.571 0.467
I -0.244071 1.620934 1.149903 1.292 2.739 0.437 1.124
I 1.369127 1.545766 -2.429324 -0.228 -0.787 0.380 0.499
H -1.888380 -0.387374 1.085056 1.109 -0.745 -0.579 0.083
H -0.173845 -1.907514 -0.116369 1.108 1.019 -0.165 0.101
```
Forces are in eV/Å.

Summary:
- Charge: +1
- Energy above the lowest of the compared OMol25 structures with the same formula, charge and spin: 28.7 kcal per mole
- HOMO-LUMO gap: 6.90 eV

Formula: C7H17P2
Source: the Open Molecules 2025 dataset
Level of theory: wB97M-V/def2-TZVPD

Structure (XYZ):
```
26
Properties=species:S:1:pos:R:3:forces:R:3:lowdin_charge:R:1
C -2.518793 -0.494490 0.098037 -2.116 0.938 0.126 -0.240
C -1.246732 -0.542694 0.368215 2.178 1.362 -0.759 -0.284
C -3.539193 -1.548567 0.388473 -1.745 0.472 0.276 -0.081
C 2.874979 1.119968 0.869076 0.235 0.028 -1.259 -0.124
C 1.884522 -1.316644 0.288204 -0.468 -0.125 0.950 -0.132
C 0.068624 0.299699 -2.132278 -1.377 -0.791 0.544 -0.221
C 1.743202 0.111259 0.850346 -1.469 0.075 -1.052 -0.333
P -0.830858 2.758287 0.096342 0.088 -0.721 0.131 0.685
P -0.142711 0.741080 -0.387268 1.823 -1.970 2.518 0.753
H -2.904598 0.450581 -0.393109 0.301 -1.270 0.311 0.115
H -0.692728 -1.315799 0.870386 -0.506 -0.287 0.270 0.059
H -4.564762 -1.096836 0.544298 1.113 -0.284 -0.448 0.099
H -3.448080 -2.205451 1.274347 0.780 0.320 -0.626 0.094
H -3.584390 -2.121788 -0.543431 -0.256 -0.323 0.275 0.089
H 2.649932 2.016713 1.500210 0.184 -0.800 -0.644 0.081
H 3.221038 1.431273 -0.181470 -0.440 -0.427 1.617 0.107
H 3.683538 0.532840 1.346923 -0.004 0.590 -0.166 0.094
H 2.336034 -1.410886 -0.679273 0.194 0.328 -0.666 0.064
H 0.827713 -1.694280 0.232961 1.555 -0.305 -0.024 0.045
H 2.503153 -1.993168 0.945327 -0.774 0.802 -0.306 0.112
H 0.415146 1.093668 -2.734726 0.600 0.885 -0.582 0.033
H -0.925242 -0.016005 -2.497836 0.328 0.219 0.106 0.069
H 0.700532 -0.576608 -2.196174 0.308 -0.083 0.004 0.047
H 1.377263 0.006525 1.884797 -0.597 0.289 -0.520 0.108
H -0.022959 3.240857 -0.972634 0.346 0.165 0.556 -0.121
H 0.135365 2.530464 1.160249 -0.279 0.914 -0.634 -0.118
```
Forces are in eV/Å.

Summary:
- Charge: +1
- Energy above the lowest of the compared OMol25 structures with the same formula, charge and spin: 0.0 kcal per mole
- HOMO-LUMO gap: 9.73 eV